Entry from the Open Molecules 2025 dataset: 4 unconnected molecules or ions with the total composition C79H58Cl2F2INO9S in a non-equilibrium geometry (wB97M-V/def2-TZVPD).

Geometry as XYZ:
```
153
Properties=species:S:1:pos:R:3
C 1.19 -2.10 3.66
C 2.18 -2.97 4.41
C 2.87 -3.98 3.47
I 4.57 -4.89 4.45
C 3.25 -3.47 2.10
C 4.14 -2.38 1.97
C 4.47 -1.87 0.73
C 3.93 -2.48 -0.39
C 3.08 -3.57 -0.33
C 2.56 -4.08 -1.65
O 2.94 -5.40 -2.03
C 4.28 -5.71 -2.00
C 4.64 -6.92 -1.42
C 5.97 -7.33 -1.39
C 6.96 -6.53 -1.94
C 6.59 -5.33 -2.54
C 5.27 -4.92 -2.57
C 2.72 -4.07 0.94
C 1.76 -5.25 1.04
C 0.39 -5.03 0.40
F 2.35 -6.37 0.46
N 5.32 -0.75 0.52
C 6.74 -1.12 0.27
C 7.02 -1.60 -1.15
C 6.41 -0.75 -2.25
F 6.15 -1.61 -3.34
C 5.20 0.29 1.47
C 5.30 1.62 1.07
O 5.45 1.93 -0.28
C 4.27 2.14 -0.93
O 4.13 1.77 -2.04
C 3.19 2.89 -0.23
C 3.34 4.27 -0.10
C 2.34 4.99 0.55
C 1.24 4.33 1.07
C 1.10 2.95 0.93
C 2.08 2.22 0.27
C 5.24 2.65 2.00
C 5.04 2.39 3.34
C 4.89 1.07 3.77
C 4.65 0.80 5.20
Cl 5.91 0.01 6.08
C 3.52 1.14 5.82
C 3.22 0.93 7.27
Cl 2.21 1.85 4.94
C 5.00 0.05 2.83
S 4.90 -1.63 3.39
H 1.68 -1.38 3.01
H 0.51 -1.58 4.33
H 0.56 -2.72 3.02
H 2.88 -2.40 5.00
H 1.61 -3.57 5.12
H 2.18 -4.80 3.39
H 4.18 -2.08 -1.36
H 1.48 -4.08 -1.69
H 2.88 -3.39 -2.43
H 3.89 -7.57 -0.99
H 6.25 -8.27 -0.94
H 8.01 -6.80 -1.92
H 7.33 -4.68 -3.00
H 5.00 -3.99 -3.05
H 1.57 -5.54 2.06
H 0.12 -3.98 0.40
H -0.35 -5.58 0.97
H 0.38 -5.44 -0.61
H 7.32 -0.22 0.44
H 7.08 -1.87 0.99
H 8.09 -1.68 -1.31
H 6.59 -2.59 -1.26
H 7.10 -0.01 -2.63
H 5.47 -0.31 -1.98
H 4.20 4.79 -0.48
H 2.44 6.06 0.68
H 0.49 4.91 1.59
H 0.25 2.43 1.33
H 2.03 1.15 0.15
H 5.34 3.66 1.65
H 4.99 3.20 4.06
H 2.57 0.06 7.35
H 2.67 1.79 7.65
H 4.12 0.79 7.84
O -1.87 5.73 -0.16
C -2.45 6.45 -0.95
C -1.71 7.11 -2.06
C -0.35 6.87 -2.21
C 0.34 7.45 -3.25
C -0.32 8.27 -4.16
C -1.68 8.53 -4.01
C -2.38 7.95 -2.96
C -3.83 8.25 -2.80
O -4.40 9.01 -3.56
C -4.57 7.57 -1.70
C -5.93 7.80 -1.56
C -6.64 7.15 -0.57
C -6.00 6.27 0.29
C -4.64 6.05 0.17
C -3.91 6.69 -0.83
H 0.15 6.23 -1.50
H 1.40 7.26 -3.37
H 0.22 8.72 -4.99
H -2.19 9.17 -4.71
H -6.42 8.48 -2.24
H -7.71 7.33 -0.47
H -6.56 5.76 1.06
H -4.13 5.37 0.84
O 0.05 -10.33 0.34
C 0.93 -11.02 0.82
C 0.96 -12.49 0.58
C -0.01 -13.06 -0.23
C 0.03 -14.42 -0.49
C 1.04 -15.21 0.06
C 2.00 -14.64 0.88
C 1.96 -13.28 1.14
C 3.00 -12.69 2.04
O 3.84 -13.39 2.57
C 2.98 -11.22 2.26
C 3.95 -10.64 3.07
C 3.96 -9.27 3.26
C 3.00 -8.47 2.66
C 2.02 -9.04 1.86
C 2.00 -10.42 1.67
H -0.79 -12.44 -0.65
H -0.73 -14.87 -1.12
H 1.07 -16.27 -0.16
H 2.78 -15.25 1.31
H 4.70 -11.27 3.53
H 4.72 -8.82 3.88
H 3.02 -7.40 2.80
H 1.27 -8.43 1.39
O -10.51 7.87 -1.29
C -11.09 8.58 -2.08
C -10.36 9.24 -3.20
C -9.00 9.00 -3.35
C -8.31 9.58 -4.39
C -8.97 10.39 -5.31
C -10.33 10.64 -5.16
C -11.03 10.07 -4.11
C -12.48 10.36 -3.95
O -13.05 11.12 -4.71
C -13.22 9.68 -2.85
C -14.58 9.90 -2.71
C -15.29 9.27 -1.70
C -14.63 8.40 -0.83
C -13.27 8.18 -0.96
C -12.56 8.82 -1.97
H -8.50 8.37 -2.64
H -7.24 9.40 -4.50
H -8.43 10.84 -6.13
H -10.85 11.28 -5.86
H -15.08 10.58 -3.39
H -16.35 9.44 -1.59
H -15.19 7.89 -0.05
H -12.76 7.51 -0.29
```

## Properties
- total charge = 0
- SMILES = CC[C@H](I)c1c2c(cc(COc3ccccc3)c1[C@@H](C)F)N(CCCF)c1c(OC(=O)c3ccccc3)ccc(/C(Cl)=C(/C)Cl)c1S2.O=C1c2ccccc2C(=O)c2ccccc21.O=C1c2ccccc2C(=O)c2ccccc21.O=C1c2ccccc2C(=O)c2ccccc21
- E_tot (eV) = -152199.555
- orbital gap (Ha) = 0.265
- multiplicity = 1